ORCA calculation (wB97M-V/def2-TZVPD) on a molecular structure, C24H43N2P3PmS at a distorted geometry.

The total charge is +3. The value obtained for the electronic energy is -3079.383754 a.u. For the LUMO energy (alpha / beta), the calculation gives -9.81 / -9.49 eV. As for the expectation value of S²: 6.007. The highest occupied orbital energy (alpha / beta) is -16.42 / -16.42 eV. Its frontier orbital gap (alpha / beta) is 6.605 / 6.928 eV. The multiplicity is 5.

Cartesian coordinates (Å):
Pm: -0.162 0.680 0.425
P: 0.842 -2.026 -1.177
P: 2.547 0.256 1.208
P: -2.166 -0.050 -1.644
H: -0.341 6.037 1.009
C: -1.306 5.535 1.165
C: -1.477 4.811 2.289
H: -0.703 4.227 2.807
C: 1.724 -1.726 -2.762
C: 2.086 -3.211 -0.478
C: -0.222 -3.397 -1.834
C: 3.170 1.534 2.397
C: 3.449 -1.242 1.901
C: 3.616 0.550 -0.246
C: -3.468 1.187 -1.799
C: -3.361 -1.450 -1.364
C: -1.796 -0.222 -3.443
H: -2.102 5.888 0.452
H: -2.391 5.016 2.889
H: 2.036 -2.707 -3.144
H: 2.584 -1.071 -2.587
H: 1.049 -1.222 -3.463
H: 1.963 -4.181 -0.989
H: 1.886 -3.334 0.596
H: 3.109 -2.831 -0.633
H: 0.427 -4.280 -1.963
H: -0.670 -3.127 -2.801
H: -1.012 -3.626 -1.110
H: 4.237 1.314 2.565
H: 2.635 1.484 3.358
H: 3.062 2.562 2.027
H: 4.501 -1.290 1.543
H: 2.949 -2.173 1.586
H: 3.457 -1.203 3.012
H: 4.619 0.793 0.120
H: 3.236 1.385 -0.840
H: 3.690 -0.323 -0.901
H: -4.075 0.982 -2.685
H: -2.957 2.158 -1.966
H: -4.066 1.235 -0.887
H: -4.095 -1.466 -2.192
H: -3.875 -1.239 -0.407
H: -2.797 -2.395 -1.307
H: -2.686 0.095 -4.017
H: -1.545 -1.263 -3.702
H: -0.953 0.449 -3.671
C: -0.568 3.373 -1.435
C: 0.139 3.086 -2.623
C: 1.532 3.310 -2.711
C: 2.112 3.861 -1.555
C: 1.517 3.757 -0.306
C: 0.186 3.303 -0.198
S: -2.267 4.009 -1.584
H: -2.359 4.626 -2.802
H: -0.403 2.702 -3.462
H: 2.101 3.265 -3.670
H: 2.993 4.459 -1.716
H: 2.065 4.099 0.560
H: -0.275 3.268 0.801
N: -1.855 -1.102 3.496
C: -1.310 -0.463 2.455
N: -0.776 -1.339 1.587
C: -1.014 -2.634 2.113
C: -0.673 -3.901 1.616
C: -1.059 -4.998 2.392
C: -1.738 -4.814 3.615
C: -2.065 -3.543 4.107
C: -1.690 -2.473 3.319
H: -2.305 -0.634 4.286
H: -1.363 0.648 2.393
H: -0.133 -4.000 0.676
H: -0.836 -6.005 2.061
H: -2.027 -5.668 4.207
H: -2.578 -3.311 5.040

***

ORCA calculation (wB97M-V/def2-TZVPD) on a molecular structure, C24H44AsAuN3O3P at a distorted geometry.

The total charge is +2. The value obtained for the electronic energy is -4043.223971 a.u. For the LUMO energy (alpha / beta), the calculation gives -8.54 / -8.77 eV. The highest occupied orbital energy (alpha / beta) is -14.02 / -13.92 eV. Its frontier orbital gap (alpha / beta) is 5.476 / 5.156 eV.

Cartesian coordinates (Å):
Au: -0.880 0.664 -0.365
C: 3.916 1.025 -1.345
C: 2.618 0.389 -0.862
C: 2.027 -0.495 -1.959
P: 1.306 1.571 -0.245
C: 1.163 3.092 -1.298
C: 0.968 2.724 -2.765
C: 2.265 4.128 -1.095
C: 1.729 2.073 1.493
C: 1.247 0.974 2.440
C: 3.199 2.396 1.746
H: 4.645 0.233 -1.505
H: 4.338 1.723 -0.632
H: 3.778 1.533 -2.293
H: 2.849 -0.222 0.023
H: 2.000 0.039 -2.905
H: 1.006 -0.806 -1.712
H: 2.634 -1.386 -2.105
H: 0.225 3.513 -0.923
H: 1.883 2.344 -3.208
H: 0.680 3.610 -3.326
H: 0.177 1.981 -2.881
H: 3.249 3.731 -1.323
H: 2.259 4.522 -0.082
H: 2.087 4.964 -1.770
H: 1.123 2.969 1.662
H: 1.845 0.070 2.333
H: 0.197 0.744 2.253
H: 1.342 1.312 3.470
H: 3.830 1.519 1.620
H: 3.292 2.724 2.781
H: 3.571 3.197 1.113
C: -3.111 2.111 2.789
N: -3.032 3.243 1.905
C: -2.019 3.449 1.044
N: -2.002 4.633 0.405
O: -1.073 2.635 0.944
H: -2.752 2.374 3.787
H: -2.492 1.310 2.388
H: -4.143 1.777 2.872
H: -3.749 3.950 1.991
H: -2.821 5.221 0.408
H: -1.398 4.743 -0.393
O: -3.447 2.634 -0.884
C: -3.790 1.498 -1.092
C: -5.172 0.998 -1.447
C: -4.974 -0.493 -1.696
C: -3.515 -0.713 -1.339
O: -2.956 -1.816 -1.349
N: -2.922 0.426 -1.014
H: -5.561 1.541 -2.308
H: -5.840 1.203 -0.608
H: -5.133 -0.771 -2.740
H: -5.621 -1.129 -1.089
C: -2.059 -3.563 0.707
As: -0.996 -2.217 -0.220
C: -0.475 -3.179 -1.829
C: 0.733 -2.462 1.018
C: 1.200 -3.832 1.049
C: 0.701 -4.751 1.995
C: 1.203 -6.031 2.068
C: 2.220 -6.433 1.204
C: 2.743 -5.530 0.279
C: 2.227 -4.258 0.183
H: -1.519 -4.509 0.656
H: -3.010 -3.666 0.188
H: -2.233 -3.290 1.748
H: 0.508 -3.633 -1.711
H: -0.474 -2.515 -2.694
H: -1.221 -3.954 -1.997
H: 0.358 -2.109 1.978
H: 1.469 -1.783 0.595
H: -0.057 -4.420 2.694
H: 0.817 -6.718 2.805
H: 2.602 -7.440 1.251
H: 3.563 -5.830 -0.354
H: 2.651 -3.559 -0.525

***

ORCA calculation (wB97M-V/def2-TZVPD) on a molecular structure, C24H44BN8PdS3 at a distorted geometry.

The total charge is -1. The value obtained for the electronic energy is -2726.380212 a.u. For the LUMO energy, the calculation gives 2.56 eV. The highest occupied orbital energy is -2.28 eV. Its frontier orbital gap is 4.837 eV.

Cartesian coordinates (Å):
Pd: 2.208 -0.030 0.246
C: -1.168 -2.541 -5.452
C: -0.917 -3.353 -4.175
C: -1.956 -4.478 -4.052
C: 0.450 -4.021 -4.305
N: -1.110 -2.441 -3.020
C: -2.400 -1.973 -2.783
C: -2.363 -1.187 -1.700
N: -1.066 -1.111 -1.245
B: -0.546 -0.279 -0.045
N: -0.983 -0.938 1.283
C: -2.277 -0.898 1.741
C: -2.329 -1.501 2.935
N: -1.042 -1.925 3.256
C: -0.193 -1.580 2.202
S: 1.441 -1.909 2.018
C: -0.861 -2.606 4.563
C: 0.577 -2.921 4.966
C: -1.442 -1.687 5.648
C: -1.641 -3.926 4.508
N: -1.033 1.194 -0.060
C: -1.968 1.822 -0.852
C: -1.904 3.147 -0.635
N: -0.924 3.375 0.318
C: -0.368 2.147 0.668
S: 0.873 1.832 1.761
C: -0.480 4.727 0.722
C: -1.361 5.768 0.033
C: 0.971 4.955 0.277
C: -0.629 4.915 2.237
C: -0.265 -1.907 -2.041
S: 1.371 -2.167 -1.803
H: -1.060 -3.187 -6.325
H: -0.438 -1.734 -5.524
H: -2.170 -2.107 -5.461
H: -1.792 -5.220 -4.834
H: -2.976 -4.105 -4.148
H: -1.852 -4.966 -3.082
H: 0.397 -4.718 -5.147
H: 0.714 -4.567 -3.405
H: 1.235 -3.296 -4.489
H: -3.235 -2.228 -3.409
H: -3.180 -0.700 -1.198
H: 0.636 -0.257 -0.121
H: -3.065 -0.419 1.185
H: -3.171 -1.669 3.581
H: 1.184 -2.021 4.991
H: 1.041 -3.611 4.272
H: 0.553 -3.370 5.965
H: -0.952 -0.713 5.605
H: -1.257 -2.126 6.630
H: -2.517 -1.541 5.537
H: -1.223 -4.562 3.727
H: -2.697 -3.760 4.291
H: -1.561 -4.447 5.464
H: -2.598 1.289 -1.541
H: -2.492 3.935 -1.066
H: -1.264 5.730 -1.054
H: -1.036 6.752 0.367
H: -2.412 5.648 0.305
H: 1.066 4.795 -0.799
H: 1.629 4.261 0.795
H: 1.274 5.977 0.512
H: -1.681 4.848 2.523
H: -0.243 5.895 2.525
H: -0.066 4.146 2.758
N: 2.814 0.797 -2.181
C: 2.935 2.169 -1.691
C: 4.386 2.454 -1.303
C: 4.860 1.751 -0.009
N: 4.809 0.292 0.032
H: 3.414 0.641 -2.985
H: 1.866 0.551 -2.427
H: 2.310 2.252 -0.798
H: 2.595 2.924 -2.424
H: 4.520 3.532 -1.168
H: 5.038 2.149 -2.133
H: 4.274 2.132 0.831
H: 5.905 2.060 0.145
H: 3.847 -0.066 0.357
H: 4.969 -0.094 -0.889